{"formula": "C29H66B2Cl2N5O10P", "method": "ωB97M-V/def2-TZVPD", "symbols": ["C", "C", "C", "C", "O", "C", "C", "B", "O", "O", "C", "C", "C", "Cl", "C", "C", "Cl", "C", "O", "C", "N", "C", "C", "C", "N", "O", "O", "C", "C", "B", "O", "N", "C", "C", "P", "C", "O", "H", "H", "H", "H", "H", "H", "H", "H", "H", "H", "H", "H", "H", "H", "H", "H", "H", "H", "H", "H", "H", "H", "H", "H", "H", "H", "H", "H", "H", "H", "H", "H", "H", "H", "H", "H", "H", "H", "H", "H", "H", "H", "H", "H", "C", "O", "C", "C", "C", "N", "H", "H", "H", "H", "H", "H", "H", "H", "H", "H", "H", "C", "O", "C", "C", "C", "N", "H", "H", "H", "H", "H", "H", "H", "H", "H", "H", "H"], "xyz": [[0.289, -0.171, 2.331], [-0.203, -0.591, 1.071], [-1.375, 0.246, 0.412], [-2.451, -0.574, -0.420], [-3.323, 0.212, -1.258], [-3.452, 1.598, -0.983], [-4.995, 1.955, -1.405], [-2.583, 2.592, -1.979], [-3.018, 2.758, -3.354], [-1.460, 3.266, -1.390], [-1.184, 4.454, -2.192], [-0.042, 5.372, -1.521], [-3.437, -1.329, 0.584], [-4.392, -0.132, 1.664], [-2.797, -2.405, 1.595], [-3.754, -3.711, 1.710], [-2.763, -1.721, 3.335], [-1.781, -1.564, -1.540], [-1.160, -2.697, -0.981], [-0.261, -3.523, -1.674], [-0.706, -4.247, -2.865], [-0.060, -4.756, -0.604], [0.649, -4.304, 0.746], [1.597, -5.539, 1.192], [3.049, -5.426, 1.307], [1.023, -6.634, 1.395], [1.074, -3.008, -1.811], [1.824, -3.443, -2.941], [2.394, -4.961, -2.847], [-3.067, -1.892, -2.553], [-3.211, -1.207, -3.840], [-4.183, -2.824, -2.257], [-3.790, -4.215, -1.930], [-5.082, -2.956, -3.467], [-0.716, -0.423, -2.682], [0.933, 0.069, -1.942], [-0.250, -1.343, -4.095], [-0.045, 0.866, 2.673], [0.981, -0.790, 2.972], [0.318, -1.478, 0.607], [-1.860, 0.823, 1.280], [-0.860, 1.082, -0.189], [-3.422, 1.938, 0.103], [-5.743, 1.557, -0.654], [-5.117, 1.479, -2.439], [-5.069, 3.083, -1.571], [-3.609, 3.546, -3.322], [-2.159, 5.060, -2.230], [-0.807, 4.153, -3.218], [0.464, 5.968, -2.347], [0.666, 4.660, -0.992], [-0.580, 6.047, -0.771], [-4.312, -1.863, 0.069], [-1.742, -2.742, 1.401], [-4.848, -3.434, 1.581], [-3.641, -4.057, 2.799], [-3.404, -4.567, 1.055], [-1.036, -3.669, -3.638], [-1.266, -5.074, -2.675], [-1.141, -5.037, -0.325], [0.374, -5.675, -1.100], [-0.124, -4.226, 1.579], [1.338, -3.410, 0.670], [3.294, -5.543, 2.296], [3.387, -4.542, 0.914], [1.374, -3.224, -3.966], [2.788, -2.809, -2.933], [3.298, -4.984, -3.532], [1.554, -5.659, -3.195], [2.715, -5.163, -1.775], [-3.643, -0.340, -3.710], [-3.398, -4.708, -2.886], [-4.757, -4.788, -1.679], [-3.113, -4.345, -1.034], [-4.518, -3.373, -4.374], [-5.874, -3.756, -3.225], [-5.660, -2.010, -3.691], [1.369, -0.589, -1.134], [1.696, 0.132, -2.797], [0.855, 1.136, -1.529], [0.129, -0.660, -4.680], [3.772, -0.089, 4.302], [3.487, -0.079, 2.913], [4.571, 0.338, 2.091], [5.614, -0.763, 1.809], [6.543, -1.045, 2.987], [4.972, -2.018, 1.397], [4.451, 0.718, 4.590], [4.182, -1.057, 4.596], [2.830, 0.043, 4.839], [4.120, 0.626, 1.136], [5.039, 1.243, 2.498], [6.241, -0.412, 0.982], [6.064, -1.641, 3.766], [7.417, -1.609, 2.650], [6.900, -0.115, 3.438], [4.433, -1.846, 0.549], [4.259, -2.236, 2.095], [0.487, 5.442, 2.378], [-0.026, 6.654, 1.848], [0.288, 7.811, 2.615], [1.703, 8.372, 2.372], [2.808, 7.561, 3.044], [2.000, 8.485, 0.938], [0.493, 5.440, 3.471], [1.490, 5.259, 1.989], [-0.151, 4.625, 2.033], [-0.434, 8.573, 2.302], [0.103, 7.629, 3.681], [1.733, 9.377, 2.806], [3.037, 6.639, 2.507], [3.734, 8.143, 3.081], [2.536, 7.302, 4.071], [1.320, 9.110, 0.512], [1.795, 7.580, 0.514]], "lowdin_charge": [0.000, -0.158, -0.121, -0.368, -0.160, -0.265, -0.030, -0.503, 0.068, -0.002, -0.231, -0.068, -0.471, 0.584, -0.607, -0.122, 0.501, -0.303, -0.080, -0.523, 0.135, -0.066, -0.074, -0.425, 0.111, 0.016, -0.127, -0.255, -0.074, -0.481, 0.019, -0.081, -0.109, -0.092, 1.067, -0.269, -0.319, 0.077, 0.058, 0.075, 0.109, 0.108, 0.121, 0.079, 0.090, 0.086, 0.108, 0.131, 0.128, 0.082, 0.082, 0.076, 0.106, 0.067, 0.090, 0.062, 0.065, 0.092, 0.086, 0.115, 0.118, 0.123, 0.101, 0.095, 0.059, 0.111, 0.126, 0.076, 0.073, 0.070, 0.101, 0.094, 0.104, 0.062, 0.107, 0.096, 0.098, 0.029, 0.059, 0.045, 0.053, -0.104, -0.219, -0.198, -0.426, -0.073, 0.037, 0.092, 0.075, 0.086, 0.121, 0.119, 0.136, 0.063, 0.077, 0.079, 0.068, 0.064, -0.106, -0.209, -0.202, -0.430, -0.075, 0.039, 0.091, 0.074, 0.086, 0.120, 0.119, 0.134, 0.063, 0.077, 0.078, 0.072, 0.063], "smiles": "C=CC[C@](O[C@H](C)B(O)OCC)([C@H](Cl)[C@H](C)Cl)[C@@](O[C@](N)(CCC(N)=O)OCC)(B(O)N(C)C)P(C)O.COC[C@@H](C)N.COC[C@@H](C)N", "gap_ev": 8.21, "max_force_ev_per_a": 5.1, "homo_ev": -7.941, "total_energy_ev": -94751.9845}

---

{"formula": "C3H6N4O", "method": "ωB97M-V/def2-TZVPD", "symbols": ["C", "N", "N", "C", "O", "H", "H", "H", "H", "N", "C", "N", "H", "H"], "xyz": [[-2.577, -1.034, -0.587], [-1.272, -0.441, -0.383], [-0.826, -0.431, 1.051], [-0.990, 0.731, 0.344], [-1.330, 1.864, 0.488], [-3.165, -1.177, 0.323], [-2.433, -2.008, -1.055], [-3.184, -0.418, -1.249], [0.128, -0.781, 1.172], [1.774, -0.514, 0.163], [2.371, 0.474, 0.010], [3.504, 1.136, -0.118], [3.785, 1.792, 0.594], [4.215, 0.806, -0.752]], "lowdin_charge": [-0.086, -0.048, 0.124, -0.534, 0.116, 0.083, 0.072, 0.080, 0.043, 0.153, -0.310, 0.091, 0.105, 0.111], "smiles": "CN1NC1=O.N#CN", "e_above_lowest_ev": 4.2352, "gap_ev": 9.49, "max_force_ev_per_a": 3.7, "homo_ev": -9.264, "total_energy_ev": -11212.5414}

---

{"formula": "C64H64AsCsN2O6S", "method": "ωB97M-V/def2-TZVPD", "symbols": ["Cs", "C", "C", "C", "C", "C", "C", "C", "C", "C", "H", "H", "H", "H", "H", "H", "H", "H", "H", "H", "H", "H", "O", "S", "O", "N", "C", "C", "C", "C", "C", "C", "C", "C", "N", "C", "C", "C", "C", "C", "C", "C", "H", "H", "H", "H", "H", "H", "H", "H", "H", "H", "H", "C", "C", "C", "O", "C", "C", "O", "C", "O", "C", "C", "C", "C", "C", "C", "C", "C", "C", "C", "C", "C", "C", "O", "C", "C", "C", "C", "C", "C", "C", "C", "C", "C", "C", "C", "H", "H", "H", "H", "H", "H", "H", "H", "H", "H", "H", "H", "H", "H", "H", "H", "H", "H", "H", "H", "H", "H", "H", "H", "H", "H", "H", "H", "C", "As", "C", "C", "C", "C", "C", "C", "C", "C", "H", "H", "H", "H", "H", "H", "H", "H", "H", "H", "H", "H", "H"], "xyz": [[0.065, 0.114, 0.175], [-0.237, 4.103, -0.764], [-0.924, 3.073, -1.619], [-2.282, 2.787, -1.463], [-2.894, 1.776, -2.189], [-4.356, 1.461, -2.017], [-2.120, 1.013, -3.064], [-0.768, 1.273, -3.237], [0.095, 0.401, -4.110], [-0.193, 2.324, -2.527], [-0.032, 3.684, 0.224], [-0.847, 5.002, -0.652], [0.734, 4.370, -1.184], [-2.879, 3.363, -0.763], [-4.858, 2.217, -1.414], [-4.462, 0.503, -1.507], [-4.859, 1.399, -2.984], [-2.585, 0.194, -3.602], [0.680, -0.285, -3.489], [0.799, 1.000, -4.689], [-0.506, -0.192, -4.799], [0.863, 2.537, -2.650], [-3.285, -1.023, -0.076], [-3.634, -1.096, 1.338], [-4.067, -2.407, 1.796], [-2.512, -0.403, 2.150], [-2.475, -0.329, 3.518], [-3.426, -0.793, 4.411], [-3.267, -0.628, 5.800], [-2.172, -0.012, 6.337], [-1.165, 0.478, 5.470], [0.012, 1.117, 5.926], [0.944, 1.561, 5.034], [0.703, 1.375, 3.656], [-0.380, 0.792, 3.203], [-1.311, 0.333, 4.072], [-5.079, -0.043, 1.495], [-6.348, -0.600, 1.456], [-7.464, 0.224, 1.527], [-7.305, 1.598, 1.643], [-6.030, 2.149, 1.692], [-4.914, 1.330, 1.617], [-4.292, -1.319, 4.033], [-4.041, -1.012, 6.456], [-2.055, 0.102, 7.409], [0.156, 1.243, 6.995], [1.855, 2.053, 5.350], [1.407, 1.714, 2.899], [-6.444, -1.675, 1.381], [-8.457, -0.208, 1.498], [-8.175, 2.241, 1.702], [-5.906, 3.220, 1.790], [-3.910, 1.734, 1.658], [6.945, 1.754, -1.001], [6.571, 0.887, 0.201], [7.803, 0.450, 0.978], [5.710, 1.584, 1.074], [4.351, 1.104, 0.931], [4.459, 0.026, -0.170], [5.870, -0.255, -0.213], [3.688, -1.318, 0.047], [2.376, -1.150, -0.178], [4.183, -2.382, -0.959], [4.605, -2.047, -2.244], [4.867, -3.022, -3.197], [4.717, -4.367, -2.889], [4.295, -4.717, -1.613], [4.031, -3.737, -0.667], [3.981, -1.797, 1.492], [5.217, -2.276, 1.922], [5.413, -2.645, 3.246], [4.375, -2.541, 4.166], [3.138, -2.074, 3.744], [2.947, -1.715, 2.415], [3.381, 2.313, 0.751], [2.102, 1.920, 0.610], [3.467, 3.208, 2.021], [4.220, 2.955, 3.163], [4.105, 3.764, 4.293], [3.244, 4.848, 4.303], [2.488, 5.115, 3.164], [2.600, 4.303, 2.051], [3.851, 3.150, -0.460], [3.311, 2.822, -1.701], [3.679, 3.505, -2.850], [4.590, 4.554, -2.772], [5.123, 4.899, -1.539], [4.761, 4.198, -0.394], [7.386, 2.689, -0.654], [6.059, 1.994, -1.588], [7.659, 1.223, -1.632], [8.352, 1.324, 1.328], [8.447, -0.152, 0.335], [7.490, -0.144, 1.836], [4.061, 0.628, 1.873], [4.133, 0.430, -1.133], [4.730, -1.007, -2.511], [5.192, -2.727, -4.188], [4.921, -5.130, -3.632], [4.164, -5.763, -1.353], [3.686, -4.025, 0.319], [6.028, -2.360, 1.209], [6.382, -3.014, 3.565], [4.531, -2.825, 5.200], [2.318, -1.986, 4.448], [1.997, -1.331, 2.069], [4.913, 2.127, 3.186], [4.698, 3.535, 5.171], [3.152, 5.472, 5.185], [1.799, 5.953, 3.155], [1.984, 4.484, 1.178], [2.589, 2.014, -1.714], [3.253, 3.226, -3.808], [4.877, 5.101, -3.663], [5.829, 5.720, -1.466], [5.194, 4.468, 0.561], [0.639, -4.026, -2.690], [-0.515, -2.852, -1.621], [-2.069, -2.835, -2.825], [-1.158, -4.177, -0.274], [-2.119, -5.194, -0.783], [-1.681, -6.360, -1.412], [-2.586, -7.276, -1.930], [-3.950, -7.045, -1.827], [-4.397, -5.891, -1.193], [-3.494, -4.977, -0.676], [0.115, -4.885, -3.112], [1.475, -4.359, -2.074], [1.056, -3.423, -3.498], [-2.373, -3.834, -3.143], [-1.805, -2.239, -3.699], [-2.889, -2.344, -2.299], [-1.622, -3.568, 0.504], [-0.258, -4.637, 0.137], [-0.617, -6.549, -1.491], [-2.223, -8.176, -2.413], [-4.657, -7.759, -2.231], [-5.461, -5.704, -1.100], [-3.842, -4.081, -0.174]], "lowdin_charge": [1.038, -0.041, -0.290, -0.020, -0.262, -0.044, -0.021, -0.286, -0.043, -0.058, 0.073, 0.075, 0.076, 0.115, 0.068, 0.061, 0.075, 0.111, 0.075, 0.075, 0.069, 0.095, -0.377, 0.522, -0.342, -0.170, -0.269, -0.040, -0.108, -0.083, -0.174, -0.035, -0.044, -0.119, 0.062, -0.164, -0.264, -0.062, -0.095, -0.108, -0.089, -0.062, 0.091, 0.092, 0.093, 0.104, 0.091, 0.086, 0.107, 0.093, 0.090, 0.098, 0.117, 0.019, -0.598, 0.010, -0.028, -0.115, -0.133, -0.024, -0.515, -0.428, -0.110, -0.020, -0.101, -0.131, -0.117, -0.038, -0.148, -0.042, -0.102, -0.121, -0.081, -0.021, -0.505, -0.364, -0.137, -0.026, -0.111, -0.128, -0.092, -0.033, -0.127, -0.050, -0.090, -0.120, -0.106, -0.040, 0.086, 0.077, 0.083, 0.082, 0.083, 0.081, 0.146, 0.135, 0.109, 0.089, 0.083, 0.091, 0.118, 0.114, 0.087, 0.084, 0.096, 0.084, 0.107, 0.091, 0.084, 0.091, 0.107, 0.100, 0.093, 0.085, 0.090, 0.119, -0.315, 1.119, -0.315, -0.315, -0.308, -0.067, -0.109, -0.124, -0.093, -0.042, 0.009, 0.005, 0.014, 0.020, -0.001, 0.007, 0.058, 0.076, 0.104, 0.090, 0.085, 0.096, 0.099], "e_above_lowest_ev": 0.0000, "gap_ev": 5.98, "charge": -2, "max_force_ev_per_a": 0.6, "homo_ev": -2.423, "total_energy_ev": -154897.3973}